# 1
A cluster of 2 separate species, C9H14O in total. Source: the OMol25 dataset; level of theory: wB97M-V/def2-TZVPD.

Atoms and positions in Å:
C  1.384913  0.115321  -2.474911
C  -0.083827  -2.223274  0.973645
C  -0.744678  -1.175084  0.441471
C  1.157719  -2.442814  0.399234
C  -0.357374  -0.436519  -0.714726
C  1.609758  -1.795915  -0.774773
C  0.906649  -0.727885  -1.310105
O  -0.680303  -2.871792  2.057865
H  -1.746071  -0.915669  0.718466
H  -0.004027  -3.441467  2.390121
H  1.820051  -3.217984  0.807452
H  -0.999320  0.403693  -1.009710
H  2.472651  -2.290992  -1.164401
H  2.411263  0.496948  -2.394608
H  1.014272  1.168054  -2.615907
H  1.202115  -0.380146  -3.420863
C  -1.210926  2.915494  0.386277
C  -1.089668  2.026490  1.597950
H  -0.517206  2.696830  -0.482314
H  -2.231451  2.818509  -0.048278
H  -1.246434  3.879399  0.717932
H  -1.632866  2.348138  2.496279
H  -0.119397  2.034776  2.089521
H  -1.315840  1.015897  1.334379

Forces on atoms 1 to 3 (eV/Å):
0.43 1.51 -0.29
0.39 0.21 0.62
-1.99 2.09 -2.84

Properties
multiplicity	1
frontier orbital gap	9.6	eV
SMILES	Cc1ccc(O)cc1.CC
total energy	-11606.21894	eV
HOMO energy	-8.705	eV

***

# 2
A cluster of 2 separate species, C9H14O in total. Source: the OMol25 dataset; level of theory: wB97M-V/def2-TZVPD.

Atoms and positions in Å:
C  1.787657  2.002405  0.997342
C  0.911564  3.284273  0.951776
H  2.821555  2.179713  1.281460
H  1.298111  1.340652  1.721110
H  1.817062  1.440405  0.057617
H  1.519067  4.158704  1.151486
H  0.189888  3.243629  1.758385
H  0.384626  3.391407  0.005230
C  -2.492127  0.295530  -0.311157
C  -0.714698  -1.191982  0.694567
C  -1.420698  -0.697615  -0.443444
C  0.353600  -2.018024  0.583674
C  0.714337  -2.470656  -0.706022
C  -1.025909  -1.156622  -1.726109
C  -0.010869  -2.047324  -1.858780
O  1.756057  -3.256429  -0.905096
H  -0.998560  -0.848638  1.677955
H  0.893737  -2.359281  1.453740
H  -3.466855  -0.044115  0.043751
H  -2.665017  0.837698  -1.234590
H  -1.556594  -0.859850  -2.626137
H  1.856591  -3.872616  -0.160821
H  0.261147  -2.387967  -2.844371
H  -2.213665  1.036707  0.438426

Forces on atoms 1 to 3 (eV/Å):
-0.82 -0.19 -0.01
0.61 -0.49 0.03
-0.07 0.05 0.19

Properties
multiplicity	2
frontier orbital gap (spin up / spin down)	10.3 / 6.9	eV
⟨S²⟩	0.767
total energy	-11599.23159	eV
net charge	+1
HOMO energy (spin up / spin down)	-14.175 / -14.498	eV

***

# 3
A cluster of 2 separate species, C9H14O2 in total. Source: the OMol25 dataset; level of theory: wB97M-V/def2-TZVPD.

Atoms and positions in Å:
C  -0.273633  -1.331801  -2.824702
C  -1.416295  -1.943542  -2.009456
O  0.875677  -2.045024  -2.906383
H  -0.700874  -1.284370  -3.846655
H  -0.064610  -0.253186  -2.509655
H  -1.452066  -3.050958  -1.982191
H  1.238807  -2.580410  -2.201854
H  -2.420415  -1.710174  -2.327723
H  -1.358858  -1.701943  -0.962027
C  0.200404  -1.109930  2.605964
C  0.607958  2.509383  0.384217
C  -0.521335  1.683823  0.163327
C  1.500069  2.225152  1.425291
C  -0.768119  0.603804  0.962207
C  1.263031  1.096457  2.174148
C  0.211146  0.211182  1.887575
O  0.639820  3.767308  -0.111695
H  -1.118024  1.943491  -0.705567
H  0.377748  3.826764  -1.036675
H  2.372813  2.879097  1.529111
H  -1.546287  -0.148822  0.926076
H  1.661959  0.947449  3.172954
H  1.150778  -1.267983  3.099388
H  0.187569  -1.945840  1.835287
H  -0.647263  -1.319936  3.259042

Forces on atoms 1 to 3 (eV/Å):
-2.34 1.51 0.00
0.16 -1.14 0.88
2.19 -1.06 -1.23

Properties
multiplicity	1
frontier orbital gap	9.0	eV
SMILES	Cc1ccc(O)cc1.CCO
total energy	-13653.48345	eV
HOMO energy	-8.277	eV

***

# 4
A cluster of 2 separate species, C9H14O2 in total. Source: the OMol25 dataset; level of theory: wB97M-V/def2-TZVPD.

Atoms and positions in Å:
C  0.023099  2.297117  -1.532971
C  0.408283  1.163772  -2.646703
O  -1.359325  2.411179  -1.863351
H  0.236566  1.925510  -0.591603
H  0.474157  3.238628  -1.680647
H  -0.547263  0.546561  -2.868652
H  -1.750282  1.559627  -1.791758
H  1.228312  0.389655  -2.402264
H  0.530553  1.745367  -3.531514
C  -2.486517  -0.428281  2.063323
C  0.351038  -1.406158  -0.408753
C  1.425316  -1.021502  0.292481
C  -0.944861  -1.311628  0.213555
C  -1.094871  -0.647027  1.426658
C  1.282227  -0.236104  1.540068
C  0.036201  -0.253410  2.204489
O  2.616893  -1.542390  -0.137798
H  0.419703  -1.723362  -1.436866
H  -1.697934  -1.683379  -0.461021
H  2.217035  0.156611  2.027385
H  3.417688  -1.081634  0.164845
H  -2.501767  -1.057190  2.917862
H  -3.224446  -0.814956  1.338654
H  -0.094047  0.242632  3.149627
H  -2.768309  0.664922  2.262279

Forces on atoms 1 to 3 (eV/Å):
-1.18 -3.36 -3.80
-0.25 -0.86 1.52
-0.08 2.40 1.00

Properties
multiplicity	1
frontier orbital gap	9.2	eV
SMILES	Cc1ccc(O)cc1.CCO
total energy	-13652.93471	eV
HOMO energy	-8.440	eV

***

# 5
A structure of composition C9H14O4. Source: the OMol25 dataset; level of theory: wB97M-V/def2-TZVPD.

Atoms and positions in Å:
C  -0.605391  -0.051759  2.624945
C  0.123974  -0.827223  1.857005
C  1.322764  -0.982169  -1.498960
C  -1.745364  -0.128668  -1.269875
C  1.205201  0.610183  -1.373538
C  -1.274462  -1.310002  -0.368811
C  0.036652  -0.985278  0.425761
C  0.173620  0.828966  -0.343303
C  0.563500  2.001461  0.669871
O  1.171604  -1.576575  -0.160992
O  -1.088578  1.055032  -0.850962
O  2.428319  1.240342  -1.133042
O  -2.330178  -1.526651  0.520511
H  -0.262048  0.030848  3.619205
H  -1.448486  0.524951  2.193723
H  0.917969  -1.253796  2.364205
H  0.342462  -1.249773  -1.971246
H  2.293550  -1.319446  -1.771676
H  -1.638069  -0.297738  -2.419502
H  -2.752863  0.161967  -1.204782
H  0.943699  1.135675  -2.195889
H  -1.162820  -2.258820  -0.933786
H  0.944746  2.784419  0.079407
H  1.363627  1.663908  1.405369
H  -0.338547  2.284169  1.255265
H  3.018640  0.527060  -0.859060
H  -2.203523  -1.081083  1.340156

Forces on atoms 1 to 3 (eV/Å):
-1.39 0.61 -0.98
-0.78 0.04 -0.50
-2.39 1.23 1.88

Properties
multiplicity	1
frontier orbital gap	9.3	eV
total energy	-17745.85363	eV
HOMO energy	-8.460	eV

***

# 6
The ion C9H15BClFN3O with charge +1. Source: the OMol25 dataset; level of theory: wB97M-V/def2-TZVPD.

Atoms and positions in Å:
C  -2.497001  0.822489  2.451072
C  -2.260698  1.059886  0.924659
C  -0.796538  1.149920  0.675457
N  -0.216464  2.314184  0.932565
N  1.060057  2.628367  0.819448
C  1.825869  1.666382  0.404473
Cl  3.496380  2.024051  0.284780
C  1.391233  0.359314  0.063691
B  2.469523  -0.739094  -0.439094
N  2.749129  -1.923462  0.385845
O  3.106928  -0.532895  -1.617411
C  0.033212  0.099034  0.209252
C  -0.538713  -1.242436  -0.130051
C  -0.365268  -1.642914  -1.615930
C  -0.456274  -0.497946  -2.595842
F  -1.749359  -0.004393  -2.618313
H  -3.165587  -0.010441  2.625794
H  -2.840019  1.730158  2.932395
H  -1.558138  0.561648  2.937993
H  -2.687612  0.255697  0.349147
H  -2.738838  1.996517  0.654283
H  -0.810042  3.072015  1.249677
H  2.702547  -1.642040  1.365548
H  1.970813  -2.570871  0.287172
H  4.060812  -0.581393  -1.471555
H  -0.086981  -2.007032  0.494540
H  -1.594706  -1.297819  0.094788
H  -1.130449  -2.363813  -1.887146
H  0.600100  -2.123163  -1.782904
H  -0.218264  -0.869723  -3.590528
H  0.244349  0.309773  -2.393805

Forces on atoms 1 to 3 (eV/Å):
0.60 -0.13 -0.26
0.04 0.09 0.97
0.22 -0.17 -0.52

Properties
multiplicity	1
frontier orbital gap	8.8	eV
SMILES	CCc1[nH+]nc(Cl)c(B(N)O)c1CCCF
total energy	-32005.42950	eV
net charge	+1
HOMO energy	-13.713	eV

***

Short version: energy above the lowest of the compared OMol25 structures with the same formula, charge and spin = 32.7, 7.7, 50.1, 62.8, 37.7, 5.1 kcal/mol, in the order given.